The following is a quantum chemistry calculation of C5H9N2 as an isolated structure at a distorted geometry, from OMol25.

Calculated values
Kohn-Sham gap	11.54	eV

Geometry as ORCA input:
```
! wB97M-V def2-TZVPD RIJCOSX def2/J DEFGRID3
* xyz 1 1
C 1.03 1.11 0.68
C -0.12 0.78 1.48
C -0.08 0.61 -0.79
C -0.96 0.17 -1.80
C 0.44 -1.54 0.54
N 0.54 1.69 -0.52
N 0.26 -0.10 0.38
H 2.02 1.21 1.08
H -0.97 1.53 1.28
H -0.05 0.47 2.44
H -1.92 0.76 -1.66
H -1.03 -0.94 -1.80
H -0.61 0.36 -2.83
H -0.53 -2.13 0.43
H 1.08 -2.04 -0.31
H 0.90 -1.96 1.39
*
```

---

The following is a quantum chemistry calculation of C53H87FN20O8S as an isolated structure at a distorted geometry, from OMol25.

Calculated values
Kohn-Sham gap	8.44	eV

Geometry as ORCA input:
```
! wB97M-V def2-TZVPD RIJCOSX def2/J DEFGRID3
* xyz 0 1
C -4.22 0.72 3.85
C -3.34 1.88 3.22
C -3.66 1.89 1.66
N -2.77 0.88 1.08
C -2.80 0.75 -0.39
C -3.81 -0.42 -0.75
C -4.99 -0.09 -1.73
O -6.04 0.68 -1.16
C -5.66 -1.50 -2.16
N -6.85 -1.83 -1.33
C -2.64 2.02 -1.28
S -4.02 3.12 -1.77
O -3.39 4.41 -2.06
O -5.04 3.36 -0.73
F -4.73 2.69 -3.21
O -1.96 1.52 -2.45
C -1.38 0.23 -2.21
O -1.07 -0.46 -3.13
C -1.34 0.13 -0.65
C -0.07 0.98 -0.27
C 0.31 1.03 1.25
C 1.87 0.86 1.53
O 2.69 1.45 0.52
C 2.87 2.86 0.71
O -1.15 -1.09 0.04
C -0.28 -2.04 -0.60
C 0.24 -3.00 0.57
C -0.05 -4.52 0.30
O 1.61 -2.72 0.92
H -3.68 0.20 4.67
H -5.18 1.16 4.23
H -4.49 -0.06 3.07
H -3.56 2.89 3.64
H -2.27 1.57 3.33
H -3.38 2.90 1.26
H -4.76 1.69 1.55
H -2.82 -0.02 1.55
H -4.29 -0.80 0.21
H -3.31 -1.34 -1.18
H -4.55 0.33 -2.67
H -5.84 0.97 -0.26
H -6.03 -1.46 -3.21
H -4.95 -2.35 -2.07
H -6.62 -1.69 -0.34
H -7.65 -1.26 -1.62
H -2.03 2.71 -0.62
H 0.81 0.51 -0.80
H -0.08 2.04 -0.64
H -0.26 0.34 1.92
H 0.07 2.07 1.61
H 2.05 1.39 2.50
H 2.16 -0.21 1.72
H 3.18 3.16 1.75
H 1.97 3.44 0.33
H 3.72 3.17 0.01
H -0.91 -2.66 -1.30
H 0.55 -1.62 -1.22
H -0.36 -2.73 1.49
H -0.44 -4.96 1.26
H -0.85 -4.62 -0.46
H 0.88 -5.11 0.07
H 1.59 -2.37 1.83
C 5.20 0.47 -2.12
C 5.61 1.79 -1.60
N 5.94 2.82 -1.19
H 4.55 0.60 -2.98
H 6.08 -0.10 -2.42
H 4.66 -0.08 -1.34
C -6.71 6.52 2.05
C -6.02 5.49 1.24
N -5.49 4.69 0.60
H -6.92 6.13 3.05
H -6.08 7.40 2.14
H -7.65 6.80 1.58
C -8.80 -3.98 -4.48
C -8.91 -2.67 -3.81
N -8.99 -1.65 -3.28
H -8.29 -3.87 -5.44
H -8.23 -4.67 -3.86
H -9.79 -4.40 -4.65
C 5.69 1.89 4.30
C 4.31 2.42 4.20
N 3.23 2.82 4.11
H 6.35 2.64 4.73
H 5.69 1.01 4.95
H 6.06 1.61 3.32
C 4.45 -3.81 2.34
C 4.94 -2.51 2.85
N 5.31 -1.50 3.25
H 3.78 -3.65 1.50
H 5.30 -4.42 2.02
H 3.92 -4.34 3.13
C -5.81 8.63 -1.78
C -5.58 8.94 -0.34
N -5.41 9.17 0.77
H -5.09 7.88 -2.11
H -6.82 8.26 -1.92
H -5.68 9.54 -2.37
C 8.15 5.32 0.52
C 8.06 4.90 1.94
N 7.99 4.58 3.04
H 9.00 4.82 0.04
H 7.24 5.04 -0.01
H 8.29 6.39 0.45
C -5.14 -5.49 -2.26
C -5.61 -5.03 -3.58
N -5.98 -4.67 -4.61
H -4.37 -4.83 -1.89
H -5.97 -5.50 -1.55
H -4.74 -6.50 -2.34
C -0.65 -7.02 -3.46
C -1.64 -6.23 -2.69
N -2.42 -5.60 -2.08
H -1.17 -7.70 -4.14
H -0.02 -6.35 -4.04
H -0.03 -7.61 -2.78
C 9.34 9.52 -0.19
C 9.41 8.22 -0.89
N 9.47 7.21 -1.44
H 8.73 10.22 -0.76
H 8.90 9.39 0.80
H 10.34 9.94 -0.08
C -3.18 -7.94 1.61
C -3.02 -7.06 0.43
N -2.89 -6.38 -0.50
H -4.15 -7.76 2.08
H -3.13 -8.99 1.31
H -2.39 -7.74 2.33
C 0.17 -5.31 -6.82
C 0.60 -6.61 -7.39
N 0.93 -7.62 -7.84
H -0.69 -5.46 -6.17
H 0.99 -4.88 -6.24
H -0.10 -4.63 -7.62
C 9.88 1.89 0.15
C 10.51 0.84 -0.68
N 10.98 0.02 -1.33
H 9.68 1.51 1.16
H 10.54 2.75 0.23
H 8.94 2.20 -0.30
C -1.42 -1.36 4.72
C -0.04 -1.54 4.23
N 1.04 -1.67 3.84
H -2.07 -2.12 4.29
H -1.44 -1.44 5.81
H -1.79 -0.38 4.43
C 3.89 -1.07 -6.39
C 4.27 -1.34 -4.98
N 4.57 -1.54 -3.89
H 4.40 -1.77 -7.05
H 2.81 -1.19 -6.50
H 4.16 -0.05 -6.66
C 8.85 -1.28 -4.03
C 8.31 -0.82 -5.33
N 7.88 -0.46 -6.34
H 9.66 -0.63 -3.72
H 8.06 -1.26 -3.28
H 9.23 -2.30 -4.13
C 3.21 0.82 8.08
C 4.61 0.61 7.65
N 5.70 0.44 7.30
H 2.57 0.05 7.66
H 3.15 0.78 9.17
H 2.87 1.80 7.74
C -7.73 0.17 6.49
C -7.13 -0.85 5.61
N -6.67 -1.66 4.92
H -7.88 -0.24 7.49
H -7.06 1.03 6.56
H -8.69 0.49 6.09
*
```

---

The following is a quantum chemistry calculation of a 6-piece molecular cluster, C27H69N3O9S3 overall at a distorted geometry, from OMol25.

Calculated values
Kohn-Sham gap	7.99	eV
SMILES	CCOS(C)(=O)=O.CCOS(C)(=O)=O.CCOS(C)(=O)=O.CCN(CC)CC.CCN(CC)CC.CCN(CC)CC

Geometry as ORCA input:
```
! wB97M-V def2-TZVPD RIJCOSX def2/J DEFGRID3
* xyz 0 1
C 15.14 5.43 -17.04
C 13.62 5.47 -17.19
N 13.12 4.51 -18.21
C 11.68 4.69 -18.32
C 11.14 5.94 -19.07
C 13.72 4.70 -19.61
C 13.55 3.55 -20.47
H 15.43 4.38 -17.01
H 15.43 5.90 -16.10
H 15.62 5.97 -17.85
H 13.05 5.17 -16.31
H 13.25 6.48 -17.34
H 11.28 3.81 -18.83
H 11.21 4.48 -17.36
H 10.97 5.92 -20.15
H 10.20 6.33 -18.67
H 11.81 6.78 -18.89
H 14.78 4.61 -19.41
H 13.44 5.61 -20.14
H 14.02 3.46 -21.45
H 12.50 3.35 -20.68
H 13.94 2.70 -19.91
C 14.19 3.77 -26.04
C 14.13 4.33 -24.68
N 12.92 5.20 -24.51
C 12.80 6.30 -25.58
C 11.73 7.34 -25.25
C 11.74 4.45 -24.09
C 11.06 5.06 -22.94
H 13.19 3.81 -26.46
H 14.49 2.72 -25.99
H 14.98 4.32 -26.56
H 14.27 3.45 -24.05
H 14.98 4.97 -24.43
H 13.76 6.75 -25.86
H 12.51 5.82 -26.52
H 10.76 6.88 -25.45
H 11.88 7.48 -24.18
H 11.75 8.23 -25.87
H 11.97 3.41 -23.86
H 11.09 4.38 -24.96
H 11.80 5.22 -22.16
H 10.14 4.59 -22.57
H 10.70 6.02 -23.30
C 8.08 4.24 -25.36
C 8.78 5.11 -26.42
N 7.98 6.22 -27.00
C 7.19 7.02 -26.05
C 5.77 6.80 -26.48
C 8.66 7.03 -28.00
C 9.39 6.21 -29.10
H 7.05 4.00 -25.61
H 8.26 4.57 -24.33
H 8.49 3.24 -25.25
H 9.79 5.41 -26.15
H 8.88 4.46 -27.29
H 7.21 6.61 -25.04
H 7.53 8.05 -25.99
H 5.18 7.54 -25.94
H 5.45 7.09 -27.47
H 5.28 5.86 -26.24
H 9.42 7.75 -27.74
H 7.89 7.61 -28.51
H 10.32 5.72 -28.83
H 9.68 6.97 -29.83
H 8.70 5.39 -29.32
O 16.55 8.58 -27.40
S 15.94 9.58 -28.19
O 15.01 9.34 -29.30
O 15.27 10.71 -27.16
C 14.03 10.38 -26.59
C 13.59 11.42 -25.53
C 17.23 10.74 -28.88
H 14.20 9.47 -26.01
H 13.31 9.98 -27.30
H 12.94 11.08 -24.72
H 13.22 12.37 -25.90
H 14.51 11.72 -25.02
H 17.63 11.20 -27.98
H 16.55 11.44 -29.36
H 17.98 10.29 -29.54
O 13.35 5.39 -30.74
S 14.65 4.84 -30.32
O 14.72 3.60 -29.51
O 15.69 4.84 -31.59
C 15.48 3.83 -32.57
C 14.46 4.09 -33.70
C 15.48 6.26 -29.38
H 15.28 2.85 -32.12
H 16.47 3.72 -33.02
H 13.54 4.52 -33.31
H 14.21 3.28 -34.38
H 14.85 4.79 -34.43
H 15.70 5.87 -28.38
H 14.70 7.01 -29.25
H 16.30 6.58 -30.01
O 10.94 1.24 -25.05
S 11.82 0.36 -25.84
O 12.49 0.72 -27.12
O 12.97 -0.13 -24.74
C 12.58 -0.50 -23.40
C 12.96 0.55 -22.41
C 11.02 -1.30 -26.07
H 13.09 -1.44 -23.17
H 11.51 -0.66 -23.34
H 13.99 0.85 -22.61
H 13.02 -0.06 -21.51
H 12.34 1.44 -22.43
H 10.57 -1.56 -25.11
H 11.84 -1.93 -26.41
H 10.37 -1.05 -26.90
*
```

---

The following is a quantum chemistry calculation of a single CH4N2OS molecule at a distorted geometry, from OMol25.

Calculated values
Kohn-Sham gap	9.65	eV
SMILES	C=NSON

Geometry as ORCA input:
```
! wB97M-V def2-TZVPD RIJCOSX def2/J DEFGRID3
* xyz 0 1
C -0.75 -1.75 1.30
N -0.02 -0.84 0.84
N 0.87 1.17 -1.66
O 0.63 1.37 -0.25
S -0.74 0.84 0.40
H -0.45 -2.70 1.65
H -1.74 -1.49 1.50
H 0.33 1.87 -2.09
H 1.86 1.52 -1.68
*
```